1.
{"formula": "C30H23Cl2N6O10S2W", "method": "ωB97M-V with the def2-TZVPD basis set", "symbols": ["W", "O", "C", "O", "C", "C", "C", "C", "C", "C", "O", "N", "O", "O", "N", "O", "O", "H", "H", "N", "C", "C", "C", "C", "C", "C", "S", "O", "O", "N", "C", "N", "C", "C", "C", "N", "H", "H", "H", "H", "H", "H", "H", "H", "H", "Cl", "C", "Cl", "H", "H", "O", "S", "C", "C", "C", "C", "C", "C", "C", "C", "C", "C", "C", "C", "H", "H", "H", "H", "H", "H", "H", "H", "H", "H"], "coordinates": [[-0.46338, -0.73027, 0.23732], [-2.81992, 0.99582, -2.54454], [-2.39101, 0.71991, -1.46558], [-1.12173, 0.32608, -1.22417], [-3.10954, 0.87634, -0.13620], [-3.89786, 1.95784, 0.23775], [-4.24269, 2.09388, 1.59230], [-3.71634, 1.29618, 2.59097], [-2.85959, 0.24002, 2.23445], [-2.73059, -0.06350, 0.83779], [-2.22783, -1.24165, 0.44771], [-2.02193, -0.39234, 3.11056], [-2.09228, -0.28068, 4.33512], [-1.02471, -1.11439, 2.57044], [-5.02882, 3.24457, 1.99213], [-5.15071, 4.12870, 1.17466], [-5.45907, 3.26790, 3.11944], [-4.21264, 2.69683, -0.48267], [-3.92968, 1.50574, 3.62832], [0.85672, -7.39289, -5.01440], [0.72538, -6.22252, -4.35632], [1.45881, -5.08625, -4.74891], [1.30931, -3.88570, -4.09538], [0.43513, -3.80356, -3.01872], [-0.28334, -4.91497, -2.59358], [-0.13612, -6.11445, -3.24775], [0.07519, -2.27051, -2.24874], [0.44082, -1.13262, -3.03132], [-1.27712, -2.30768, -1.70052], [0.85264, -1.98482, -0.75934], [2.16317, -1.60294, -0.87746], [2.47360, -0.56918, -0.06721], [3.73455, -0.15208, -0.10291], [4.67460, -0.73066, -0.94439], [4.23377, -1.77839, -1.74165], [2.98527, -2.21943, -1.70971], [1.39445, -7.44431, -5.86163], [0.25962, -8.16888, -4.78808], [2.13500, -5.16547, -5.58600], [1.84164, -3.00382, -4.41071], [-0.97273, -4.80837, -1.77143], [-0.69181, -6.98139, -2.92364], [3.98760, 0.66552, 0.55770], [5.69263, -0.38107, -0.97658], [4.89321, -2.29321, -2.42813], [1.49261, -2.21573, 2.26425], [0.38669, -3.57718, 2.56476], [-0.71830, -3.66762, 1.16025], [-0.19221, -3.35180, 3.46274], [0.95293, -4.50181, 2.64786], [0.07130, 0.69149, 1.06142], [-0.66451, 2.64901, 0.44051], [-0.86252, 3.32534, 2.06942], [-1.95941, 4.14333, 2.31851], [-2.14790, 4.65540, 3.58892], [-1.23345, 4.36914, 4.59191], [-0.14196, 3.55218, 4.33391], [0.04622, 3.01802, 3.07339], [0.94788, 3.20908, -0.00961], [1.46802, 4.40848, 0.46707], [2.68612, 4.84788, -0.01781], [3.36983, 4.10127, -0.96573], [2.84100, 2.90728, -1.43912], [1.62168, 2.45692, -0.96825], [-2.63563, 4.39010, 1.51755], [-3.01024, 5.27145, 3.79050], [-1.37724, 4.77614, 5.57985], [0.56041, 3.31827, 5.11814], [0.86070, 2.34136, 2.86639], [0.92050, 4.99768, 1.18764], [3.09386, 5.78341, 0.33493], [4.31734, 4.45379, -1.34034], [3.37465, 2.34154, -2.18652], [1.16993, 1.52823, -1.32155]], "forces_ev_per_angstrom": [[3.12, -0.38, -0.21], [0.37, -0.13, 0.80], [-1.00, 0.44, -0.50], [0.75, -0.35, 0.49], [-0.13, -0.44, 0.45], [0.20, -0.44, 0.35], [0.61, -0.86, -0.48], [0.39, -0.38, 0.03], [-1.79, 1.32, -2.54], [-1.57, 1.02, 1.41], [-1.60, 0.22, -0.04], [3.43, -2.49, 2.34], [-0.14, -0.17, -2.82], [-2.40, 1.95, 1.59], [-0.16, 0.55, 0.13], [-0.14, 0.15, -0.26], [-0.14, -0.13, 0.33], [-0.03, 0.06, -0.06], [0.10, 0.13, 0.07], [0.04, -0.25, -0.12], [-0.02, 0.41, 0.32], [-0.04, 0.05, 0.02], [0.06, -0.01, -0.03], [-0.22, 0.72, 0.55], [-0.04, -0.12, 0.01], [0.05, 0.03, -0.02], [-0.55, 0.09, 0.05], [0.33, -0.60, -0.86], [0.12, -0.51, -0.08], [-0.96, 0.62, -0.68], [1.82, 1.23, 0.79], [0.03, -0.65, -0.47], [0.00, -0.13, -0.08], [-0.18, -0.14, -0.04], [0.26, 0.32, 0.17], [-0.71, -0.29, 0.08], [-0.05, -0.03, 0.05], [0.07, 0.03, -0.07], [0.07, 0.04, -0.12], [0.12, 0.08, -0.08], [-0.09, -0.12, 0.08], [-0.09, -0.06, 0.03], [0.03, 0.11, 0.01], [0.09, 0.01, 0.00], [0.10, 0.04, -0.02], [0.28, -0.30, 0.18], [-0.16, 0.31, -0.09], [-0.01, -0.61, 0.49], [0.10, -0.09, -0.31], [-0.07, 0.15, -0.11], [0.20, -3.25, 0.26], [-0.70, 2.93, -0.65], [0.02, -0.26, -0.38], [0.29, -0.04, 0.00], [-0.05, -0.04, 0.09], [-0.04, -0.04, 0.04], [0.01, 0.01, 0.10], [-0.21, -0.17, -0.03], [-0.13, 0.04, -0.15], [0.00, -0.14, -0.11], [0.01, -0.05, 0.01], [0.06, -0.11, -0.04], [0.05, 0.18, -0.01], [-0.31, -0.15, 0.20], [-0.07, 0.11, -0.16], [-0.05, 0.14, 0.05], [-0.01, 0.06, 0.12], [0.07, 0.01, 0.12], [0.18, 0.04, -0.01], [-0.03, 0.02, 0.04], [0.05, 0.06, 0.03], [0.12, 0.04, -0.07], [0.06, -0.09, -0.10], [0.26, 0.31, -0.07]], "mulliken_charge": [0.883, -0.527, -0.024, -0.639, 0.302, 0.139, -1.081, 0.244, -0.530, 0.771, -0.585, 0.865, -0.565, -0.457, 1.200, -0.578, -0.618, 0.587, 0.648, -0.461, 1.140, -0.919, -0.348, -0.226, -0.404, -0.939, 1.651, -0.697, -0.753, 0.293, 0.414, 0.048, -0.306, -0.825, -0.332, -0.469, 0.203, 0.201, 0.300, 0.506, 0.367, 0.300, 0.527, 0.431, 0.481, 0.026, -0.412, 0.054, 0.326, 0.420, 0.139, 0.076, 0.327, -0.607, -0.701, -0.587, -0.710, -0.105, 0.714, -0.535, -0.763, -0.656, -0.693, -0.464, 0.838, 0.477, 0.421, 0.449, 0.527, 0.472, 0.420, 0.414, 0.528, 0.391], "total_charge": 1, "homo_energy_ev": -10.055, "energy_ha": -4021.3554, "gap_ev": 4.884}

---

2.
{"formula": "C30H23Cl2N8O6SSn", "method": "ωB97M-V with the def2-TZVPD basis set", "symbols": ["Sn", "Cl", "C", "C", "C", "N", "C", "O", "C", "C", "C", "C", "C", "N", "C", "C", "C", "Cl", "N", "C", "O", "C", "C", "C", "C", "C", "N", "H", "H", "H", "H", "H", "H", "H", "H", "H", "H", "C", "N", "C", "C", "N", "C", "S", "H", "H", "H", "H", "H", "H", "H", "H", "N", "C", "H", "O", "C", "O", "C", "C", "C", "C", "C", "C", "N", "O", "O", "H", "H", "H", "H"], "coordinates": [[-0.41908, 0.57368, 0.67363], [3.61679, 4.05649, 4.80298], [2.39681, 2.95144, 4.29176], [1.73766, 3.19590, 3.10157], [0.76046, 2.30416, 2.69147], [-0.03657, 2.40153, 1.56695], [-0.18120, 3.48320, 0.75573], [0.38617, 4.54957, 0.77968], [-1.38799, 3.26554, -0.13455], [-1.97959, 4.33362, -0.77209], [-3.19555, 4.13264, -1.40630], [-3.77824, 2.87817, -1.36149], [-3.10733, 1.85086, -0.72646], [-1.92297, 2.03584, -0.13770], [0.48886, 1.12252, 3.42300], [1.13554, 0.89827, 4.62480], [2.07453, 1.82271, 5.06200], [2.84032, 1.54216, 6.58065], [-0.45725, 0.30389, 2.80226], [-0.79236, -0.91496, 3.25458], [-0.36990, -1.53100, 4.21668], [-1.85317, -1.52986, 2.37568], [-2.63773, -2.57429, 2.82609], [-3.58478, -3.10525, 1.96884], [-3.69839, -2.59347, 0.68308], [-2.87040, -1.55885, 0.30075], [-1.97413, -1.02428, 1.14391], [1.96898, 4.07057, 2.51176], [-1.49200, 5.29639, -0.72556], [-3.69373, 4.95212, -1.90624], [-4.73911, 2.68351, -1.81426], [-3.52298, 0.85860, -0.69076], [0.90889, 0.03037, 5.22404], [-2.48215, -2.94108, 3.82976], [-4.22250, -3.91654, 2.29320], [-4.41296, -2.99139, -0.02253], [-2.90615, -1.14410, -0.69712], [4.50696, -1.63195, 0.09472], [3.65561, -1.96969, 1.21073], [3.71729, -3.28053, 1.85231], [2.64588, -3.18671, 2.95790], [2.22363, -1.79518, 2.85275], [2.77727, -1.16386, 1.80838], [2.44473, 0.44605, 1.40200], [5.54995, -1.56329, 0.40784], [4.19098, -0.67353, -0.30742], [4.42481, -2.40002, -0.67683], [4.71600, -3.46019, 2.25362], [3.49747, -4.06179, 1.12284], [3.05627, -3.39256, 3.94476], [1.81016, -3.86327, 2.78054], [1.44364, -1.40543, 3.35825], [0.95841, -1.92270, -0.11154], [0.34878, -0.98627, -0.64980], [1.30571, -2.61014, -0.78564], [-1.75334, -0.14044, -2.10164], [-0.72480, -0.37078, -2.67644], [0.31232, -0.93935, -2.05791], [-0.46403, -0.09584, -4.11049], [0.65368, 0.63520, -4.50132], [0.84809, 0.93336, -5.84139], [-0.05399, 0.47969, -6.79328], [-1.14444, -0.25375, -6.37007], [-1.38384, -0.54669, -5.04495], [-2.10861, -0.74738, -7.38045], [-1.94653, -0.38746, -8.52016], [-2.99137, -1.47326, -6.98860], [1.36737, 0.97078, -3.76078], [1.70482, 1.51584, -6.14806], [0.07645, 0.68145, -7.84613], [-2.26211, -1.10901, -4.76348]], "forces_ev_per_angstrom": [[-0.02, -0.64, 1.59], [-0.04, -0.01, 0.03], [0.04, -0.49, 0.50], [-0.41, -0.04, -0.17], [-0.05, -0.03, 0.88], [0.49, 0.88, -1.40], [-0.14, -0.11, 0.43], [0.08, 0.14, 0.01], [0.21, 0.18, 0.03], [-0.05, 0.00, -0.02], [0.02, 0.08, 0.00], [-0.04, -0.10, 0.06], [-0.08, -0.04, -0.12], [-0.15, -0.23, -0.43], [-0.14, 0.84, 0.30], [-0.12, 0.06, -0.09], [0.26, 0.43, -0.24], [0.04, 0.00, 0.00], [0.21, -0.77, 0.08], [-0.41, 0.27, -0.41], [0.00, -0.16, 0.43], [0.08, -0.05, -0.02], [0.06, 0.00, -0.03], [-0.04, -0.05, -0.02], [0.00, -0.03, 0.03], [-0.08, -0.01, 0.09], [-0.49, -0.02, -0.29], [-0.01, -0.03, 0.04], [0.02, 0.00, 0.00], [0.00, 0.00, -0.02], [-0.01, 0.00, 0.00], [-0.01, -0.03, -0.01], [0.06, 0.06, 0.02], [0.01, -0.02, 0.02], [-0.01, 0.00, 0.00], [-0.02, -0.01, 0.01], [0.03, -0.12, 0.12], [-0.02, -0.04, 0.03], [0.04, 0.06, -0.04], [-0.01, 0.03, 0.05], [0.02, 0.09, -0.04], [0.19, 0.07, -0.42], [-0.07, -0.32, 0.40], [0.45, 0.01, -0.84], [0.01, 0.00, 0.01], [0.00, 0.02, 0.00], [0.00, 0.00, 0.00], [0.01, 0.01, 0.01], [0.02, -0.02, 0.00], [-0.01, -0.01, 0.00], [-0.02, 0.00, -0.02], [0.14, -0.13, 0.20], [-0.31, -0.34, 0.27], [0.06, 0.21, -0.97], [-0.07, 0.04, 0.04], [-0.58, 0.24, 0.16], [0.23, -0.05, -0.42], [0.64, 0.18, 0.20], [-0.05, -0.02, 0.04], [0.06, -0.11, -0.06], [-0.02, 0.00, 0.01], [0.06, 0.04, 0.06], [-0.06, -0.05, -0.10], [-0.03, 0.12, 0.02], [0.19, 0.12, 0.15], [0.06, 0.08, -0.30], [-0.28, -0.22, 0.13], [0.02, 0.01, 0.02], [0.02, 0.00, 0.00], [-0.01, 0.01, 0.00], [0.00, 0.00, 0.00]], "mulliken_charge": [1.029, -0.199, 0.058, -0.673, -1.058, 0.201, 0.123, -0.669, 0.546, -0.678, -0.357, -1.011, 0.163, 0.155, 0.978, -0.411, 0.128, -0.190, 0.085, 0.404, -0.672, 0.287, -0.738, -0.337, -1.373, -0.211, 0.249, 0.626, 0.541, 0.457, 0.483, 0.327, 0.612, 0.572, 0.467, 0.475, 0.788, -0.974, 0.152, -0.560, -0.618, 0.139, 0.471, -0.492, 0.336, 0.293, 0.331, 0.357, 0.330, 0.407, 0.286, -0.282, -0.265, 0.008, 0.290, -0.400, 0.347, -0.444, 0.547, -0.603, -0.739, -0.485, -0.170, -0.316, 1.031, -0.592, -0.598, 0.516, 0.432, 0.514, 0.573], "total_charge": 1, "homo_energy_ev": -10.035, "energy_ha": -3579.1609, "gap_ev": 6.528}

---

3.
{"formula": "C30H23F6GaN7O4S3Se", "method": "ωB97M-V with the def2-TZVPD basis set", "symbols": ["Ga", "F", "C", "F", "F", "S", "O", "O", "N", "S", "O", "O", "C", "F", "F", "F", "S", "C", "C", "C", "C", "C", "C", "N", "C", "C", "C", "C", "C", "C", "C", "H", "H", "H", "H", "H", "H", "H", "H", "N", "C", "C", "C", "C", "C", "C", "C", "N", "C", "C", "N", "C", "H", "H", "H", "H", "H", "H", "H", "C", "N", "C", "C", "N", "C", "C", "Se", "H", "H", "H", "H", "H", "H", "H", "H"], "coordinates": [[-0.78671, -0.46242, -0.32065], [2.26363, 2.83851, 2.35880], [1.03132, 2.63134, 2.81330], [0.21802, 3.53607, 2.30738], [1.01949, 2.69902, 4.13387], [0.55156, 0.90662, 2.33817], [0.31716, 0.97056, 0.86534], [1.66230, 0.13197, 2.78397], [-0.79716, 0.56753, 3.07223], [-2.11887, 0.91993, 2.24093], [-2.25503, 2.27963, 1.81934], [-2.37180, -0.10897, 1.21324], [-3.39826, 0.64386, 3.53523], [-3.04141, 1.25302, 4.64847], [-4.52827, 1.14700, 3.07728], [-3.54528, -0.65913, 3.76214], [-3.43082, 2.08949, -2.94673], [-2.44693, 3.29049, -2.17899], [-2.51622, 4.67394, -2.32394], [-1.58543, 5.43664, -1.65118], [-0.60238, 4.82708, -0.86172], [-0.54333, 3.45789, -0.71859], [-1.49026, 2.67455, -1.37306], [-1.58402, 1.27337, -1.36587], [-2.53102, 0.85672, -2.16299], [-2.73477, -0.58271, -2.39501], [-3.59262, -1.06294, -3.38104], [-3.64545, -2.42537, -3.62118], [-2.83053, -3.28665, -2.89319], [-1.98392, -2.79132, -1.90523], [-1.93440, -1.43020, -1.62873], [-3.26999, 5.13203, -2.95097], [-1.61036, 6.51438, -1.74269], [0.12698, 5.44330, -0.35179], [0.21454, 2.99609, -0.10979], [-4.19892, -0.38488, -3.97219], [-4.30624, -2.81563, -4.38432], [-2.85934, -4.35074, -3.09600], [-1.35613, -3.47605, -1.34698], [9.73838, 0.91280, -1.57785], [8.60396, 0.74954, -1.65572], [7.17794, 0.54309, -1.75375], [6.36247, 0.78196, -0.65264], [4.99807, 0.58511, -0.74584], [4.44731, 0.13859, -1.93878], [5.25121, -0.10033, -3.04037], [6.61668, 0.10530, -2.94810], [3.03340, -0.07251, -2.03078], [2.27337, -0.16599, -3.18720], [0.99754, -0.37944, -2.79066], [0.96601, -0.42652, -1.40895], [2.19660, -0.23757, -0.99082], [6.79712, 1.13256, 0.27363], [4.37618, 0.80548, 0.11088], [4.83524, -0.46354, -3.96953], [7.25032, -0.08058, -3.80415], [2.68773, -0.04511, -4.17108], [0.11124, -0.51982, -3.38588], [2.49967, -0.24019, 0.04250], [-3.14316, -3.44344, 1.13648], [-2.38484, -3.23971, 2.37048], [-2.85815, -3.50251, 3.63976], [-1.85873, -3.22339, 4.49947], [-0.78817, -2.79205, 3.74417], [0.51359, -2.39056, 4.28639], [-1.11964, -2.80155, 2.44282], [0.08728, -2.45135, 1.05505], [-4.09596, -3.89286, 1.39867], [-2.59387, -4.10773, 0.47590], [-3.30875, -2.49573, 0.63455], [-3.85865, -3.85484, 3.81556], [-1.81384, -3.29240, 5.57152], [0.51825, -2.62187, 5.34706], [0.66944, -1.32664, 4.13388], [1.30564, -2.94022, 3.78650]], "forces_ev_per_angstrom": [[0.01, -0.23, -0.31], [0.02, 0.07, -0.02], [-0.02, -0.09, -0.04], [-0.05, 0.07, 0.01], [0.05, 0.05, 0.04], [-0.34, -0.21, -0.73], [0.22, -0.06, 0.78], [-0.09, 0.07, 0.05], [0.07, 0.22, -0.17], [0.08, 0.14, -0.42], [0.01, -0.28, 0.17], [0.21, 0.28, 0.23], [0.12, -0.19, -0.04], [-0.05, 0.04, 0.07], [-0.15, -0.02, 0.01], [-0.03, 0.04, 0.06], [-0.08, -0.04, -0.05], [-0.05, 0.06, -0.06], [0.01, -0.03, 0.00], [0.02, -0.02, 0.02], [-0.01, 0.05, -0.02], [0.04, 0.01, 0.05], [0.05, -0.25, 0.04], [0.11, 0.25, 0.16], [-0.09, -0.13, -0.04], [0.00, 0.14, -0.03], [-0.01, 0.02, -0.01], [0.04, -0.06, 0.03], [-0.02, 0.02, 0.03], [-0.06, 0.04, -0.08], [-0.12, 0.04, 0.03], [0.02, -0.01, 0.02], [0.00, -0.02, 0.01], [-0.02, -0.01, -0.01], [0.01, 0.00, -0.04], [0.01, -0.02, 0.03], [0.02, 0.01, 0.02], [0.01, 0.03, -0.01], [0.02, 0.01, -0.02], [-0.09, -0.01, 0.00], [-0.13, -0.01, -0.02], [0.20, 0.01, -0.01], [0.02, 0.02, 0.06], [-0.02, 0.08, 0.06], [-0.17, 0.01, 0.01], [0.07, -0.08, -0.09], [0.02, 0.00, -0.04], [0.08, -0.05, -0.06], [0.06, 0.08, 0.08], [0.04, -0.11, 0.16], [-0.19, 0.14, -0.14], [0.10, -0.06, 0.04], [-0.01, -0.01, -0.02], [0.00, 0.00, -0.01], [-0.02, -0.01, 0.03], [0.00, 0.00, 0.01], [0.03, 0.00, 0.04], [-0.01, 0.03, 0.03], [0.01, 0.01, -0.01], [0.09, 0.01, 0.19], [-0.25, -0.06, -0.14], [-0.01, -0.03, -0.17], [0.18, 0.03, -0.05], [0.11, 0.06, 0.22], [-0.17, -0.02, -0.01], [0.05, 0.06, 0.22], [0.08, 0.05, -0.17], [-0.02, -0.01, 0.01], [0.02, -0.03, 0.03], [0.01, 0.09, 0.00], [0.01, 0.01, -0.03], [0.02, 0.01, -0.02], [-0.01, -0.02, 0.02], [-0.04, -0.13, 0.05], [0.00, -0.03, -0.02]], "mulliken_charge": [0.873, -0.210, 0.422, -0.163, -0.206, 1.204, -0.519, -0.609, -0.514, 1.010, -0.571, -0.495, 0.328, -0.194, -0.186, -0.085, -0.389, 0.660, -0.728, -0.622, -0.831, -0.125, -0.604, 1.132, 0.659, 0.269, -0.891, -0.826, -0.917, -0.672, -0.185, 0.430, 0.411, 0.454, 0.436, 0.471, 0.410, 0.462, 0.690, -0.453, -0.021, 0.459, -1.046, -0.360, 1.449, -0.540, -0.961, 0.357, -0.509, -0.885, 0.107, -0.232, 0.446, 0.451, 0.335, 0.454, 0.400, 0.598, 0.534, -0.810, 0.325, -0.628, -0.296, 0.313, -0.684, -0.223, -0.153, 0.339, 0.383, 0.262, 0.466, 0.470, 0.326, 0.232, 0.313], "total_charge": 1, "homo_energy_ev": -11.104, "energy_ha": -7961.1528, "gap_ev": 8.478}